No. 1
C43H30Cl3NO3P2RuS2 | ωB97M-V/def2-TZVPD

Results
energy above the lowest of the compared OMol25 structures with the same formula, charge and spin: 62.2 kcal per mole
charge: -2
spin multiplicity: 1
HOMO (alpha / beta): -0.4 / -0.4 eV
LUMO level (alpha / beta): 3.6 / 3.6 eV

XYZ file:
```
85
C43H30Cl3NO3P2RuS2 | the OMol25 dataset | ωB97M-V/def2-TZVPD
Ru -0.442 -1.403 -1.741
Cl -2.375 -5.113 -4.514
Cl -1.449 -2.991 -6.240
Cl -4.081 -2.837 -5.019
S 0.755 -2.453 0.211
S 1.562 -2.073 -3.279
P 0.915 -0.455 0.192
P 2.091 -0.333 -2.401
O -5.333 -1.892 -1.802
O -1.710 -1.353 -3.724
O -1.474 -3.211 -2.570
N -3.193 -1.447 -0.928
C 2.601 2.895 -5.680
C 3.006 -0.532 2.142
C 4.278 -1.651 -1.266
C -4.261 -1.648 -1.374
C 3.668 2.130 1.818
C -2.786 -1.049 2.992
C -1.883 -0.455 0.770
C -1.933 -0.933 -0.536
C -1.807 -2.580 -3.580
C -0.259 2.634 2.850
C -6.725 1.320 0.665
C -4.343 1.148 0.374
C -1.846 -2.836 4.333
C -4.257 0.136 1.346
C 6.331 -0.608 -0.572
C -5.552 1.725 0.040
C 5.528 -1.735 -0.673
C -5.454 -0.264 1.960
C 2.292 0.239 1.238
C 1.904 3.179 -4.518
C 5.878 0.606 -1.069
C -0.552 0.279 1.166
C 2.991 0.662 -4.888
C 4.369 1.354 2.733
C -0.608 2.761 1.498
C 4.037 0.014 2.889
C 2.302 0.944 -3.712
C -3.316 -0.495 4.164
C -2.383 -2.277 5.485
C -3.117 -1.099 5.392
C -0.044 1.342 3.374
C 0.960 0.263 -1.308
C 4.628 0.688 -1.662
C 3.816 -0.437 -1.768
C 3.147 1.628 -5.864
C -0.739 1.670 0.689
C -2.044 -2.231 3.103
C 2.645 1.573 1.069
C -0.188 0.233 2.608
C -6.662 0.318 1.625
C -2.973 -0.443 1.677
C -2.399 -3.360 -4.782
C 1.756 2.206 -3.537
H -3.527 -0.642 6.286
H 1.465 4.158 -4.374
H 0.023 -0.738 3.035
H -3.862 0.438 4.101
H 2.108 2.165 0.338
H 1.202 2.388 -2.623
H 4.275 1.640 -2.039
H -0.776 3.748 1.081
H 3.680 1.394 -6.777
H 0.253 1.228 4.411
H 4.587 -0.606 3.585
H -5.433 -1.067 2.685
H -1.023 1.770 -0.353
H 7.302 -0.672 -0.098
H -0.134 3.510 3.471
H 5.869 -2.682 -0.275
H 2.745 -1.580 2.258
H 2.712 3.651 -6.448
H -2.227 -2.750 6.448
H 3.926 3.173 1.681
H -1.618 -2.656 2.202
H -1.264 -3.748 4.390
H 3.635 -2.520 -1.340
H -5.579 2.494 -0.721
H 3.391 -0.335 -5.038
H -3.432 1.470 -0.111
H -7.674 1.765 0.394
H -7.569 -0.029 2.107
H 6.494 1.493 -0.985
H 5.180 1.785 3.308
```

***

No. 2
C36H37Br2N4O6PTi | ωB97M-V/def2-TZVPD

Results
energy above the lowest of the compared OMol25 structures with the same formula, charge and spin: 0.0 kcal per mole
spin multiplicity: 1
HOMO: -7.7 eV
LUMO level: -0.7 eV

XYZ file:
```
87
C36H37Br2N4O6PTi | the OMol25 dataset | ωB97M-V/def2-TZVPD
Br -1.188 3.493 1.979
Br -3.598 6.270 -1.924
Ti -1.189 -0.355 0.880
P 3.460 1.522 -3.680
O 1.748 1.447 0.905
O -0.650 -0.347 4.370
O -3.064 0.205 1.298
O -1.386 -1.703 2.233
O 0.599 -1.035 0.315
O -0.907 1.137 -0.297
N -1.795 1.432 -2.884
N -1.669 -1.644 -0.505
N -0.684 -2.490 -0.935
N 0.314 0.438 2.429
C -2.925 3.467 -2.349
C -3.392 3.548 -3.670
C -1.670 2.194 -0.573
C -3.145 -2.574 -2.117
C 3.558 0.457 5.668
C -3.942 -0.826 -0.641
C 2.966 -5.006 -0.829
C 0.470 -2.157 -0.366
C -1.690 -1.744 3.557
C -2.973 4.581 -1.482
C 1.815 -4.234 -0.948
C 4.082 -4.523 -0.144
C -4.068 0.030 0.466
C -3.093 2.542 -4.558
C -2.246 1.469 -4.132
C 2.799 -2.542 0.405
C -2.866 -1.622 -1.050
C 3.973 -3.276 0.444
C 2.226 0.294 5.563
C -2.910 -1.107 4.091
C 5.222 2.141 -4.061
C 0.315 0.180 3.761
C -1.900 3.287 0.242
C 2.418 0.913 3.228
C -2.625 4.429 -0.166
C -5.387 0.707 0.693
C 1.624 0.532 4.318
C -1.825 0.270 -4.996
C 1.502 1.044 2.018
C 1.705 -2.986 -0.363
C 3.153 2.418 -2.125
C 4.337 0.820 4.585
C -1.067 -2.932 4.304
C -2.129 2.331 -1.958
C 3.785 1.080 3.303
C 3.779 -0.129 -2.906
H -2.683 -3.534 -1.805
H 4.025 0.431 6.689
H 5.049 -5.116 -0.149
H 4.382 1.319 2.445
H 2.838 -0.565 -2.535
H -3.988 4.409 -3.990
H 2.654 -1.604 0.993
H 5.414 0.942 4.677
H 2.159 2.110 -1.645
H 1.684 -0.005 6.450
H -2.369 -0.654 -4.689
H 5.573 2.894 -3.318
H -2.971 -0.088 3.754
H -4.185 -2.637 -2.431
H -3.031 -1.279 5.185
H 3.028 3.484 -2.330
H 5.216 2.613 -5.059
H -5.202 1.806 0.730
H 2.936 -5.997 -1.300
H -2.039 0.497 -6.050
H 5.985 1.298 -3.978
H 4.259 -0.846 -3.619
H -3.730 -1.664 3.644
H -2.926 5.200 0.541
H -2.510 -2.243 -3.024
H -1.342 -3.907 3.835
H 3.895 2.368 -1.324
H -0.005 -2.797 4.238
H -1.349 -2.926 5.372
H 0.907 -4.638 -1.399
H -5.834 0.379 1.600
H -3.517 2.559 -5.552
H -0.718 0.185 -4.852
H -4.789 -0.922 -1.289
H -6.023 0.425 -0.149
H 4.875 -2.879 0.979
H 4.467 -0.070 -2.045
```

***

No. 3
C3H4NO3 | ωB97M-V/def2-TZVPD

Results
energy above the lowest of the compared OMol25 structures with the same formula, charge and spin: 19.5 kcal per mole
charge: -1
spin multiplicity: 1
HOMO: -4.3 eV
LUMO level: 3.8 eV

XYZ file:
```
11
C3H4NO3 | the OMol25 dataset | ωB97M-V/def2-TZVPD
O 0.272 -0.880 2.441
O 0.348 0.552 -2.359
O -1.886 0.655 -2.027
N 0.635 0.185 0.386
C -0.645 -0.178 -0.223
C -0.686 0.374 -1.706
C 0.960 -0.233 1.637
H -1.467 0.132 0.455
H 1.355 0.596 -0.214
H 2.032 0.023 1.838
H -0.917 -1.225 -0.227
```

***

No. 4
C6H8N | ωB97M-V/def2-TZVPD

Results
energy above the lowest of the compared OMol25 structures with the same formula, charge and spin: 44.5 kcal per mole
charge: +1
spin multiplicity: 1
HOMO: -15.1 eV
LUMO level: -5.0 eV

XYZ file:
```
15
C6H8N | the OMol25 dataset | ωB97M-V/def2-TZVPD
N -0.759 -0.025 -0.032
C 2.109 0.162 -0.034
C -2.181 -0.181 -0.054
C 0.149 -1.063 0.187
C -0.116 1.223 -0.176
C 1.222 1.273 -0.138
C 1.599 -1.057 0.124
H 1.787 2.185 -0.092
H -0.293 -2.028 0.357
H -2.840 0.681 0.189
H -2.627 -0.831 0.744
H -2.539 -0.704 -0.935
H 3.078 0.340 -0.353
H -0.686 2.061 -0.258
H 2.096 -2.036 0.471
```

***

No. 5
C4H8O2 | ωB97M-V/def2-TZVPD

Results
energy above the lowest of the compared OMol25 structures with the same formula, charge and spin: 78.6 kcal per mole
spin multiplicity: 1
HOMO: -7.8 eV
LUMO level: 0.8 eV

XYZ file:
```
14
C4H8O2 | the OMol25 dataset | ωB97M-V/def2-TZVPD
O 0.009 -0.952 1.682
O -1.073 -0.337 -1.831
C 1.524 -0.179 0.001
C 0.087 -0.479 0.388
C -0.916 1.187 0.005
C -1.212 -0.135 -0.460
H 1.951 0.531 0.734
H -1.477 1.611 0.835
H 0.697 -0.495 2.205
H 2.211 -1.046 -0.017
H -2.100 -0.602 -0.025
H -0.819 -1.266 -1.870
H -0.429 1.898 -0.669
H 1.525 0.279 -0.983
```

***

No. 6
C3H10NP2 | ωB97M-V/def2-TZVPD

Results
energy above the lowest of the compared OMol25 structures with the same formula, charge and spin: 51.8 kcal per mole
charge: +1
spin multiplicity: 3
HOMO (alpha / beta): -11.9 / -13.2 eV
⟨S²⟩: 2.01
LUMO level (alpha / beta): -3.5 / -6.6 eV

XYZ file:
```
16
C3H10NP2 | the OMol25 dataset | ωB97M-V/def2-TZVPD
P -1.738 -1.285 0.117
P -3.022 0.410 -0.234
N 0.315 0.812 -0.286
C 1.140 -1.511 -0.217
C 0.012 -0.526 0.325
C -0.518 1.881 0.078
H -0.673 2.095 1.050
H -0.436 2.760 -0.457
H -1.785 -1.514 -1.406
H 0.827 -2.430 0.177
H -3.255 0.725 1.205
H 1.350 0.955 -0.076
H 0.287 -0.495 1.422
H 1.039 -1.677 -1.297
H 2.156 -1.329 0.059
H 0.149 0.556 -1.320
```

***

No. 7
C24H30F3IN2O9P2S3 | ωB97M-V/def2-TZVPD

Results
spin multiplicity: 1
HOMO: -8.6 eV
LUMO level: -0.4 eV

XYZ file:
```
74
C24H30F3IN2O9P2S3 | the OMol25 dataset | ωB97M-V/def2-TZVPD
I -3.057 2.070 -0.612
S 2.143 2.911 -1.425
S -0.288 1.983 -2.840
S -0.017 -0.577 1.888
P -1.470 2.371 2.095
P -0.232 4.719 -1.470
F -1.008 -4.448 7.539
F 0.966 -2.410 -5.069
F -2.296 -0.382 0.727
O 2.653 3.009 -0.092
O -1.838 4.886 -1.838
O 2.635 1.827 -2.226
O 1.219 0.127 2.018
O 0.008 2.267 -0.062
O -2.742 1.657 2.757
O -0.825 -0.593 3.080
O -0.286 2.486 2.925
O -1.979 3.892 1.776
N -0.527 -0.622 -0.738
N 0.026 5.378 0.107
C 3.072 -1.742 -4.258
C 2.302 -2.589 -5.030
C 2.867 -3.613 -5.763
C -0.696 -1.008 6.469
C 0.204 2.862 -1.308
C 2.683 4.417 -2.292
C -1.242 -2.460 8.777
C -1.214 -1.074 8.819
C 4.243 -3.791 -5.725
C 5.032 -2.952 -4.949
C -1.406 -0.990 -1.844
C -0.987 -3.101 7.581
C 0.427 -2.327 1.621
C -3.940 -1.263 -4.574
C -2.290 -2.264 -1.593
C -0.712 -2.394 6.427
C 0.804 -0.507 -0.989
C 1.975 -0.735 -1.058
C -0.944 -0.348 7.666
C -1.042 0.022 0.412
C -1.134 1.628 0.364
C -3.748 -1.874 -1.991
C 4.446 -1.930 -4.214
C -3.876 -1.666 -3.450
H -3.953 -0.919 -1.487
H 6.104 -3.096 -4.917
H 2.234 -4.262 -6.356
H -0.201 -2.731 0.814
H 0.166 -2.891 2.519
H 1.476 -2.416 1.345
H 4.700 -4.586 -6.300
H 3.738 4.245 -2.545
H -1.459 -3.044 9.663
H -2.035 -0.192 -2.253
H -1.878 5.542 -2.541
H 2.152 4.534 -3.239
H 2.597 -0.945 -3.700
H 0.327 2.734 -3.789
H -0.772 5.965 0.342
H -0.489 -0.443 5.569
H -2.941 3.885 1.679
H 2.638 5.299 -1.654
H 0.815 6.013 0.024
H -2.622 1.656 3.717
H -0.927 0.734 7.699
H 5.059 -1.277 -3.606
H -0.760 -1.271 -2.684
H -0.514 -2.927 5.505
H 3.025 -0.740 -1.227
H -4.209 -0.962 -5.560
H -2.291 -2.534 -0.534
H -1.988 -3.081 -2.253
H -1.404 -0.559 9.753
H -4.494 -2.584 -1.623
```

***

No. 8
C28H38N4O2RuS | ωB97M-V/def2-TZVPD

Results
energy above the lowest of the compared OMol25 structures with the same formula, charge and spin: 0.0 kcal per mole
charge: +1
spin multiplicity: 2
HOMO (alpha / beta): -10.0 / -10.4 eV
⟨S²⟩: 0.76
LUMO level (alpha / beta): -3.0 / -3.8 eV

XYZ file:
```
74
C28H38N4O2RuS | the OMol25 dataset | ωB97M-V/def2-TZVPD
Ru 0.129 -0.293 0.475
S 2.377 0.031 0.785
O 0.082 1.805 0.419
O 0.336 -2.283 0.066
N 0.578 -1.468 -2.050
N 2.688 -2.609 1.307
N 4.532 -1.254 1.497
N 0.139 -0.306 -1.430
C 1.554 -3.984 -2.935
C 1.076 -3.780 -1.642
C 3.405 -3.816 1.715
C -0.551 0.754 3.100
C -0.301 2.478 -0.576
C 1.433 -6.114 -1.153
C 0.571 -1.392 3.813
C 1.019 -4.852 -0.754
C 0.452 1.523 3.909
C -1.372 -1.328 2.160
C -1.765 2.918 2.866
C -1.561 -2.823 2.203
C 5.420 -2.380 1.766
C -2.457 0.806 1.622
C -0.401 3.967 -0.412
C 1.907 -6.312 -2.442
C -0.436 -0.651 2.965
C 1.966 -5.245 -3.330
C -0.596 1.937 -1.843
C 4.639 -3.444 2.518
C -2.254 -0.570 1.352
C -0.303 0.651 -2.263
C -1.626 1.458 2.533
C 3.234 -1.412 1.228
C -3.581 1.518 0.917
C -0.429 0.306 -3.715
C 0.649 -2.434 -1.201
C -3.139 -1.291 0.363
H -3.295 1.812 -0.096
H -0.945 2.628 -2.597
H 0.556 0.103 -4.136
H 0.565 -2.459 3.616
H -4.454 0.873 0.830
H -1.097 -3.264 3.081
H 3.673 -4.397 0.829
H -3.893 2.410 1.449
H -2.626 -3.045 2.262
H 0.401 4.450 -0.973
H 5.803 -2.782 0.824
H -0.042 2.084 4.704
H -0.804 3.422 2.779
H 1.729 -2.680 0.950
H 4.901 -0.319 1.442
H 1.583 -1.031 3.627
H 4.346 -3.054 3.495
H -1.017 -0.601 -3.847
H -2.105 3.054 3.895
H 6.265 -2.015 2.345
H 2.231 -7.296 -2.755
H -0.313 4.246 0.633
H -3.446 -0.636 -0.449
H 5.256 -4.326 2.679
H 1.378 -6.945 -0.462
H 2.723 -4.419 2.314
H -2.463 3.436 2.217
H -1.345 4.330 -0.819
H -0.888 1.130 -4.254
H 1.210 0.894 4.362
H 0.960 2.251 3.270
H 2.335 -5.399 -4.335
H 1.600 -3.147 -3.618
H 0.359 -1.245 4.874
H -4.044 -1.675 0.843
H -2.618 -2.140 -0.079
H -1.166 -3.317 1.318
H 0.635 -4.698 0.245
```

***

No. 9
C5H14 | ωB97M-V/def2-TZVPD

Results
energy above the lowest of the compared OMol25 structures with the same formula, charge and spin: 54.9 kcal per mole
spin multiplicity: 1
HOMO: -10.9 eV
LUMO level: 1.0 eV

XYZ file:
```
19
C5H14 | the OMol25 dataset | ωB97M-V/def2-TZVPD
C -1.254 -2.637 -2.228
C 0.747 1.900 0.800
C 1.302 1.997 2.264
C 0.029 -2.237 -1.456
C -0.681 1.345 0.611
H -0.814 0.350 0.629
H -1.178 1.801 -0.268
H -0.097 -2.373 -0.380
H -0.923 -2.940 -3.215
H 1.879 3.115 2.196
H 1.465 1.470 0.119
H 0.824 -3.110 -1.692
H 1.892 1.228 2.756
H -1.730 -3.566 -1.825
H 0.459 -1.299 -1.487
H -1.959 -1.989 -2.150
H 0.613 2.339 3.150
H 0.589 2.934 0.522
H -1.163 1.673 1.656
```

***

No. 10
C5H10O2 | ωB97M-V/def2-TZVPD

Results
energy above the lowest of the compared OMol25 structures with the same formula, charge and spin: 39.6 kcal per mole
spin multiplicity: 1
HOMO: -9.5 eV
LUMO level: 0.9 eV

XYZ file:
```
17
C5H10O2 | the OMol25 dataset | ωB97M-V/def2-TZVPD
O 2.423 0.025 1.093
O -2.022 -0.484 -0.382
C -1.884 0.867 0.022
C -0.373 1.159 0.142
C -0.746 -0.946 -0.755
C 0.197 -0.275 0.242
C 1.677 -0.571 0.044
H -0.011 -0.602 1.269
H 2.043 -0.234 -0.935
H -2.383 0.989 0.989
H -0.175 1.795 1.012
H -2.410 1.478 -0.716
H -0.514 -0.627 -1.796
H -0.815 -2.034 -0.750
H 1.797 -1.670 0.068
H -0.007 1.655 -0.762
H 3.206 -0.523 1.215
```

***

No. 11
C2H2N2 | ωB97M-V/def2-TZVPD

Results
energy above the lowest of the compared OMol25 structures with the same formula, charge and spin: 19.3 kcal per mole
spin multiplicity: 1
HOMO: -11.2 eV
LUMO level: 0.9 eV

XYZ file:
```
6
C2H2N2 | the OMol25 dataset | ωB97M-V/def2-TZVPD
N -1.066 1.568 0.050
N 1.283 1.724 -0.073
C 1.796 0.689 0.039
C -1.891 0.769 -0.011
H 2.156 -0.313 0.082
H -2.668 0.053 -0.139
```

***

No. 12
C24H26N4O4 | ωB97M-V/def2-TZVPD

Results
energy above the lowest of the compared OMol25 structures with the same formula, charge and spin: 0.5 kcal per mole
spin multiplicity: 1
HOMO: -8.4 eV
LUMO level: 0.7 eV

XYZ file:
```
58
C24H26N4O4 | the OMol25 dataset | ωB97M-V/def2-TZVPD
O -2.769 0.633 -0.558
O 1.237 0.886 -3.091
O -1.076 -2.087 2.537
O 0.638 -2.266 -1.695
N -1.641 0.967 1.348
N -2.132 -1.556 -3.273
N -1.848 -1.862 0.421
N -0.887 0.223 -2.624
C 0.308 -2.580 -0.422
C -1.064 -0.809 -3.538
C 2.973 0.634 3.030
C 1.377 -2.374 0.401
C -0.510 -2.131 -5.435
C 0.248 1.809 -1.142
C -2.367 -0.118 1.996
C 1.534 2.636 3.547
C -0.218 -1.054 -4.620
C 0.243 0.937 -2.396
C 1.920 -1.865 -1.688
C 2.428 -1.906 -0.427
C -1.098 -2.986 -0.116
C -2.399 -2.578 -4.066
C -0.730 2.772 2.714
C -1.622 -2.916 -5.161
C 1.688 1.392 2.925
C -1.695 -1.468 1.697
C 0.632 0.861 2.200
C -1.089 2.336 -0.606
C -0.569 1.547 2.086
C 0.323 3.305 3.434
C -1.907 1.253 0.065
C 2.658 3.236 4.332
H 0.634 -0.422 -4.797
H 2.907 -0.308 2.493
H -3.392 -0.120 1.617
H 0.756 1.226 -0.368
H 3.208 0.424 4.073
H 1.399 -2.550 1.457
H 2.944 2.579 5.153
H 0.737 -0.106 1.729
H 0.199 4.261 3.922
H 0.124 -2.356 -6.281
H -1.683 2.740 -1.429
H -2.359 0.053 3.074
H -1.092 -3.776 0.640
H 2.345 -1.562 -2.624
H 0.898 2.657 -1.370
H 2.372 4.200 4.743
H -1.876 -3.762 -5.779
H 3.796 1.215 2.616
H 3.535 3.373 3.700
H -0.882 3.136 0.104
H -3.280 -3.150 -3.802
H -1.692 0.314 -2.003
H -2.345 -1.265 -0.230
H -1.670 3.298 2.639
H -1.591 -3.327 -1.026
H 3.421 -1.643 -0.126
```